ORCA calculation (ωB97M-V with the def2-TZVPD basis set) on a 4-piece molecular cluster, C21H38BBrF9N4O10P2 overall.

## Properties
Charge   +1
E_LUMO   -2.52 eV
Frontier orbital gap   9.049 eV
Maximum force   0.7 eV/A

Bonds (Å) are listed after each position.
Element x y z (Å)
1 C -2.40 3.71 4.89  C2 1.522, H22 1.089, H23 1.088, H24 1.088
2 C -2.57 2.42 4.09  C1 1.522, O3 1.450, H25 1.090, H26 1.091
3 O -2.97 1.35 4.98  C2 1.450, B4 1.357
4 B -2.59 0.05 4.81  O3 1.357, O5 1.375, C6 1.613
5 O -1.28 -0.37 4.87  B4 1.375, H27 0.963
6 C -3.72 -1.07 4.61  B4 1.613, N7 1.453, N8 1.527, C14 1.542
7 N -3.53 -1.99 5.72  C6 1.453, H28 1.015, H29 1.009
8 N -5.07 -0.41 4.91  C6 1.527, C9 1.511, H30 1.021, H31 1.025
9 C -6.15 -1.29 4.34  N8 1.511, P10 1.895, C13 1.541, H32 1.092
10 P -7.63 -0.19 3.90  C9 1.895, O11 1.664, Br12 2.191
11 O -6.66 1.02 3.29  P10 1.664, H33 0.964
12 Br -8.46 -1.19 2.13  P10 2.191
13 C -5.41 -2.22 3.36  C9 1.541, C14 1.546, H34 1.084, H35 1.093
14 C -3.98 -1.64 3.20  C6 1.542, C13 1.546, C15 1.548, P19 1.911
15 C -3.76 -0.49 2.17  C14 1.548, C16 1.525, H36 1.096, H37 1.096
16 C -4.25 -0.69 0.74  C15 1.525, C17 1.505, N18 1.264
17 C -3.26 -0.36 -0.34  C16 1.505, H38 1.092, H39 1.089, H40 1.090
18 N -5.44 -1.09 0.55  C16 1.264, H41 1.021
19 P -2.91 -3.06 2.50  C14 1.911, N20 1.695, O21 1.642
20 N -1.30 -2.59 2.75  P19 1.695, H42 1.015, H43 1.011
21 O -3.05 -4.18 3.69  P19 1.642, H44 0.963
22 H -2.87 4.55 4.39  C1 1.089
23 H -1.35 3.96 5.03  C1 1.088
24 H -2.86 3.59 5.87  C1 1.088
25 H -3.34 2.53 3.33  C2 1.090
26 H -1.63 2.14 3.60  C2 1.091
27 H -0.83 -0.18 5.70  O5 0.963
28 H -4.22 -2.73 5.76  N7 1.015
29 H -2.61 -2.41 5.69  N7 1.009
30 H -5.14 -0.31 5.93  N8 1.021
31 H -5.11 0.51 4.47  N8 1.025
32 H -6.56 -1.87 5.17  C9 1.092
33 H -7.16 1.75 2.91  O11 0.964
34 H -5.94 -2.41 2.44  C13 1.084
35 H -5.30 -3.18 3.86  C13 1.093
36 H -4.19 0.45 2.53  C15 1.096
37 H -2.68 -0.34 2.11  C15 1.096
38 H -2.66 -1.24 -0.59  C17 1.092
39 H -3.78 -0.06 -1.24  C17 1.089
40 H -2.61 0.46 -0.04  C17 1.090
41 H -5.65 -1.16 -0.44  N18 1.021
42 H -1.02 -2.28 3.68  N20 1.015
43 H -0.92 -1.94 2.07  N20 1.011
44 H -2.26 -4.31 4.23  O21 0.963
45 C -1.18 4.48 -5.32  C46 1.510, H54 1.090, H55 1.090, H56 1.089
46 C -2.47 3.79 -4.96  C45 1.510, O47 1.456, H57 1.087, H58 1.089
47 O -2.27 2.35 -4.82  C46 1.456, C48 1.314
48 C -1.81 1.93 -3.67  O47 1.314, O49 1.197, C50 1.548
49 O -1.54 2.57 -2.69  C48 1.197
50 C -1.67 0.39 -3.69  C48 1.548, F51 1.332, F52 1.343, F53 1.334
51 F -1.15 -0.06 -4.82  C50 1.332
52 F -2.88 -0.17 -3.54  C50 1.343
53 F -0.90 -0.02 -2.68  C50 1.334
54 H -0.75 4.05 -6.23  C45 1.090
55 H -1.37 5.53 -5.49  C45 1.090
56 H -0.45 4.38 -4.51  C45 1.089
57 H -3.21 3.88 -5.75  C46 1.087
58 H -2.89 4.17 -4.03  C46 1.089
59 C 2.09 -0.89 -4.94  C60 1.511, H68 1.090, H69 1.088, H70 1.089
60 C 2.01 -1.30 -3.49  C59 1.511, O61 1.449, H71 1.087, H72 1.089
61 O 3.04 -2.27 -3.17  C60 1.449, C62 1.322
62 C 4.24 -1.77 -2.90  O61 1.322, O63 1.195, C64 1.548
63 O 4.56 -0.62 -2.88  C62 1.195
64 C 5.22 -2.91 -2.55  C62 1.548, F65 1.332, F66 1.341, F67 1.327
65 F 5.11 -3.94 -3.39  C64 1.332
66 F 4.97 -3.36 -1.31  C64 1.341
67 F 6.47 -2.47 -2.59  C64 1.327
68 H 2.02 -1.77 -5.59  C59 1.090
69 H 1.26 -0.22 -5.18  C59 1.088
70 H 3.02 -0.38 -5.16  C59 1.089
71 H 1.08 -1.81 -3.26  C60 1.087
72 H 2.11 -0.45 -2.83  C60 1.089
73 C 9.17 -0.78 -1.29  C74 1.511, H82 1.089, H83 1.090, H84 1.089
74 C 10.43 -0.94 -2.12  C73 1.511, O75 1.449, H85 1.087, H86 1.089
75 O 10.47 0.04 -3.19  C74 1.449, C76 1.321
76 C 10.92 1.24 -2.85  O75 1.321, O77 1.195, C78 1.549
77 O 11.28 1.61 -1.78  C76 1.195
78 C 10.94 2.15 -4.10  C76 1.549, F79 1.335, F80 1.339, F81 1.326
79 F 9.83 2.03 -4.83  C78 1.335
80 F 11.98 1.83 -4.88  C78 1.339
81 F 11.07 3.42 -3.74  C78 1.326
82 H 8.29 -0.83 -1.93  C73 1.089
83 H 9.12 -1.57 -0.55  C73 1.090
84 H 9.17 0.18 -0.78  C73 1.089
85 H 10.45 -1.90 -2.64  C74 1.087
86 H 11.33 -0.85 -1.52  C74 1.089

Mulliken atomic charge list, values in e, 5 entries: atom 1 (C): -1.244, atom 2 (C): 0.014, atom 3 (O): -0.410, atom 4 (B): 0.863, atom 5 (O): -0.673